Molecular formula: ClH38O23
Method: DFT, wB97M-V/def2-TZVPD

Geometry as XYZ:
```
62
Properties=species:S:1:pos:R:3:forces:R:3:mulliken_charge:R:1
Cl -0.2860 0.1704 0.1085 0.5 1.5 0.6 -0.394
O -1.1070 -0.2926 1.2775 0.8 0.2 -2.1 -0.293
O 0.4260 -0.9756 -0.5275 -1.3 2.1 1.2 0.928
O -1.1760 0.9114 -0.8595 1.6 -2.1 1.8 0.307
O 0.6970 1.1554 0.6495 -1.1 -2.2 -1.3 0.455
O -2.0020 -1.8776 -1.4725 -0.9 -0.2 -0.3 -0.785
H -1.6260 -2.2486 -0.6705 0.2 0.0 0.3 0.235
H -2.4990 -1.0946 -1.1815 0.4 0.0 -0.1 0.419
O 1.3730 2.2524 3.2815 -0.1 0.1 0.5 -0.787
H 2.2030 2.2754 2.8175 0.5 0.2 -0.3 0.302
H 0.7080 2.5504 2.6415 -0.3 -0.1 -0.4 0.465
O 2.9040 3.0944 -0.2705 0.7 0.5 0.5 -0.711
H 2.2110 3.5234 0.2285 -0.5 0.1 -0.1 0.358
H 2.4900 2.3614 -0.7305 -0.4 -0.4 -0.5 0.232
O 2.1530 0.9274 -2.0125 -0.3 1.7 0.1 -0.689
H 3.0530 0.7454 -2.2255 1.3 0.0 -0.5 0.270
H 1.8990 0.0594 -1.7645 -0.8 -1.5 0.4 0.211
O 2.8160 -1.7936 -2.0845 0.2 0.4 -3.0 -0.777
H 1.9460 -1.9616 -2.4575 -0.1 0.0 -0.5 0.353
H 2.6550 -1.8826 -1.1815 0.3 -0.4 3.0 0.407
O 0.6250 -3.5906 -1.6215 -1.5 1.8 -1.5 -0.672
H 0.4020 -2.8156 -1.0695 0.5 -0.7 0.0 0.090
H 0.9550 -4.2956 -1.1275 0.9 -1.3 1.6 0.271
O 3.2580 -2.0706 0.5005 0.8 -1.3 -0.4 -0.818
H 3.4500 -1.1916 0.7925 0.7 1.4 0.0 0.468
H 2.4630 -2.2456 0.9735 -1.2 -0.5 0.5 0.468
O -1.0720 2.6254 2.0215 0.5 1.4 0.8 -0.791
H -1.3440 1.7474 1.7525 -0.2 -0.2 0.5 0.304
H -1.1470 2.7494 2.9835 -0.5 -0.6 -0.6 0.277
O 1.2370 -0.4246 3.5025 -0.2 -0.2 -0.4 -0.845
H 1.2660 0.5034 3.1785 0.0 -0.3 0.3 0.417
H 1.1170 -1.0056 2.7255 0.2 0.3 0.5 0.408
O -0.4080 1.5544 -3.5815 -0.5 0.4 0.3 -0.779
H -0.0010 0.7714 -3.2005 0.3 -0.2 -0.4 0.329
H -0.9190 1.8854 -2.8255 0.0 0.3 -0.5 0.343
O -1.4260 -3.2256 0.9085 -2.0 -1.2 -0.5 -0.795
H -2.0800 -3.8276 0.4525 1.3 0.7 0.6 0.298
H -1.9680 -2.8236 1.6045 0.2 0.3 0.0 0.274
O -3.9290 0.1384 -1.7145 0.2 0.9 0.4 -0.658
H -4.4440 -0.5196 -1.2915 -1.1 -0.8 0.8 0.248
H -3.6380 -0.2906 -2.4985 0.6 -0.4 -1.4 0.312
O 1.0140 -2.7286 1.8065 0.0 -0.1 0.4 -0.609
H 1.3590 -3.5836 2.0545 0.3 -0.3 0.3 0.281
H 0.1130 -2.9246 1.5295 -0.2 0.1 -0.3 0.226
O 3.6830 0.5204 0.6665 0.3 -0.1 0.5 -0.709
H 2.7800 0.8384 0.5505 -0.2 0.2 -0.1 0.231
H 4.0110 0.9874 1.4435 0.0 0.1 -0.2 0.255
O -3.0660 2.7554 -2.1395 0.5 0.6 0.2 -0.633
H -3.6720 2.6804 -2.8645 -0.4 -0.1 -0.5 0.238
H -3.0950 1.9054 -1.7045 -0.1 -0.2 0.3 0.286
O -1.4890 -0.1386 4.3075 0.2 0.1 -0.7 -0.656
H -0.5670 -0.2496 3.9765 -0.2 0.1 0.1 0.446
H -1.4430 -0.4726 5.1955 0.0 -0.1 0.6 0.264
O -0.0310 -1.2036 -3.3335 0.5 -0.5 -0.7 -0.636
H -0.6260 -1.4986 -2.6365 -0.4 -0.1 0.2 0.332
H 0.0160 -1.9456 -3.9545 0.0 0.3 0.2 0.316
O -0.1360 3.5654 -1.1775 -0.8 0.8 1.2 -0.694
H 0.5140 3.5564 -1.8495 1.0 -0.2 -1.2 0.377
H -0.3040 2.6514 -0.9525 -0.1 -0.2 0.1 0.112
O -3.5700 1.6064 0.8565 -0.3 -0.8 1.2 -0.641
H -3.1790 0.8474 0.4155 0.2 0.1 -0.5 0.228
H -3.5460 1.2804 1.7815 -0.1 0.6 -0.6 0.331
```
Positions in Å, forces in eV/Å.

- HOMO level: -6.963 eV
- Charge: -1
- Total energy: -2213.35260 Eh
- Energy relative to the best compared isomer or geometry (same formula, charge and spin): 26.7 kJ/mol